Entry 1:
The following is a quantum chemistry calculation of a structure of composition C75H70CsN12O5S2Sb, from the Open Molecules 2025 dataset.

Properties
Net charge ... -2

Last column: Mulliken charge in e.
CARTESIAN COORDINATES (ANGSTROEM)
1 Cs -0.67795 -0.39061 0.01165  1.60
2 C 3.64814 -1.23915 4.87704  -2.10
3 C 2.66011 -0.61987 3.92290  0.98
4 N 2.98011 -0.09848 2.81095  -0.05
5 N 4.28520 -0.13826 2.46731  0.07
6 C 4.74376 0.44701 1.33082  -0.17
7 N 6.09747 0.30651 1.20019  -0.46
8 S 3.83299 1.25868 0.21371  -0.20
9 C 1.22434 -0.52411 4.31010  0.12
10 C 0.62486 -1.46231 5.13713  -0.66
11 C -0.68563 -1.24270 5.54107  -0.71
12 C -1.35287 -0.11900 5.08889  -0.79
13 C -0.69473 0.73223 4.20808  -0.12
14 N 0.57095 0.54099 3.84446  0.19
15 H 4.00765 -2.20160 4.50998  0.30
16 H 3.19582 -1.38229 5.85470  0.52
17 H 4.50935 -0.57642 5.00688  0.48
18 H 4.93289 -0.68164 3.01283  0.36
19 H 6.52989 -0.50588 1.61564  0.24
20 H 6.42279 0.53530 0.27670  0.31
21 H 1.15745 -2.35425 5.44584  0.38
22 H -1.17863 -1.95509 6.19394  0.39
23 H -2.36723 0.10510 5.39304  0.45
24 H -1.19435 1.60708 3.80425  0.47
25 C -0.25280 -0.97688 -6.24877  -1.69
26 C -0.63165 -0.95143 -4.76155  0.52
27 O 0.25298 -1.34583 -3.94688  0.62
28 C -1.85120 -0.36926 -4.43421  -1.24
29 C -2.41187 -0.22326 -3.11086  0.70
30 C -3.24549 1.01140 -2.84454  -0.68
31 N -2.33293 -1.03606 -2.10305  -0.42
32 N -2.08440 -2.37016 -2.25971  0.23
33 C -1.32655 -3.11944 -1.51767  -0.85
34 O -0.32635 -2.78268 -0.76941  -1.02
35 C -1.78360 -4.56093 -1.54893  1.19
36 C -2.72002 -5.05257 -2.46542  -0.29
37 C -3.17118 -6.36192 -2.38022  -0.91
38 C -2.70502 -7.20892 -1.37572  -0.45
39 C -1.77043 -6.73231 -0.46802  -0.83
40 C -1.30972 -5.42154 -0.55941  -0.21
41 H 0.04345 0.02665 -6.57953  0.18
42 H -1.08565 -1.30951 -6.87074  0.37
43 H 0.60047 -1.64265 -6.38847  0.28
44 H -2.35633 0.16898 -5.23856  0.15
45 H -2.73521 1.92730 -3.16490  0.23
46 H -3.48715 1.08274 -1.78103  -0.01
47 H -4.18550 0.94198 -3.40682  0.19
48 H -3.07249 -4.38112 -3.23829  0.48
49 H -3.89836 -6.72837 -3.09837  0.40
50 H -3.06178 -8.23106 -1.31019  0.36
51 H -1.40410 -7.38280 0.31977  0.42
52 H -0.58350 -5.02810 0.14488  0.25
53 C 3.24651 -5.93741 -1.20463  -1.02
54 C 2.30902 -5.68326 -2.36047  1.40
55 C 1.97425 -6.79400 -3.14093  -0.78
56 C 1.13287 -6.70343 -4.24030  -0.88
57 C 0.58587 -5.47475 -4.56751  -0.62
58 C 0.89923 -4.35975 -3.80025  -0.72
59 C 1.77062 -4.42382 -2.70186  0.79
60 Sb 2.11225 -2.38311 -1.94961  0.18
61 C 3.30108 -2.92089 -0.13980  0.53
62 C 2.42924 -3.31703 0.88684  -0.49
63 C 2.88645 -3.76995 2.11930  -0.52
64 C 4.25093 -3.82216 2.35987  -1.14
65 C 5.13031 -3.35922 1.38687  -0.49
66 C 4.68500 -2.89108 0.14719  1.35
67 C 5.73469 -2.44052 -0.83987  -1.76
68 C 3.76844 -2.18901 -3.42599  0.49
69 C 4.51384 -3.27209 -3.89199  -0.35
70 C 5.55707 -3.11137 -4.79647  -0.79
71 C 5.86927 -1.84009 -5.26077  -0.73
72 C 5.10889 -0.75554 -4.84296  -0.68
73 C 4.05070 -0.91182 -3.94564  0.50
74 C 3.21978 0.29563 -3.56174  -0.78
75 H 3.61071 -6.96613 -1.23747  0.43
76 H 2.74765 -5.78457 -0.24775  0.20
77 H 4.10646 -5.26798 -1.22627  0.04
78 H 2.39522 -7.75964 -2.87499  0.30
79 H 0.91010 -7.58638 -4.83024  0.32
80 H -0.08417 -5.37664 -5.41547  0.45
81 H 0.44598 -3.39993 -4.04677  0.29
82 H 1.35187 -3.29308 0.69834  -0.24
83 H 2.17934 -4.10210 2.87379  0.42
84 H 4.63559 -4.21865 3.29410  0.52
85 H 6.20050 -3.38517 1.58413  0.36
86 H 6.71649 -2.39875 -0.36321  0.48
87 H 5.49828 -1.45760 -1.25280  0.18
88 H 5.80503 -3.12626 -1.67929  0.33
89 H 4.27937 -4.27433 -3.54566  0.31
90 H 6.11926 -3.97263 -5.13696  0.41
91 H 6.68548 -1.69631 -5.95921  0.34
92 H 5.33571 0.23583 -5.22575  0.38
93 H 3.44117 1.14588 -4.21436  0.56
94 H 3.41505 0.60630 -2.52925  0.04
95 H 2.15142 0.06126 -3.63573  -0.45
96 N -0.12795 7.01732 -4.99572  0.05
97 C -0.09432 7.75083 -6.16020  0.73
98 C -0.26015 9.10387 -6.43427  -1.04
99 C -0.14952 9.48978 -7.75784  -0.38
100 C 0.11861 8.55314 -8.76923  -0.46
101 C 0.28025 7.20904 -8.48555  -0.72
102 C 0.17003 6.80070 -7.15864  0.41
103 N 0.28475 5.53945 -6.60087  -0.65
104 C 0.10241 5.70493 -5.32293  0.03
105 C 0.12099 4.63706 -4.31067  1.34
106 C 0.09439 4.91445 -2.94946  -0.74
107 C 0.10391 3.86096 -2.05021  -0.62
108 N 0.12648 2.58510 -2.42226  0.23
109 C 0.15152 2.31933 -3.73027  -0.41
110 C 0.15788 3.30810 -4.70323  -1.27
111 H -0.32885 7.36525 -4.07637  0.16
112 H -0.46472 9.82638 -5.65201  0.37
113 H -0.27232 10.53338 -8.01688  0.37
114 H 0.20209 8.89577 -9.79284  0.36
115 H 0.48693 6.48603 -9.26582  0.43
116 H 0.08049 5.93241 -2.57348  0.30
117 H 0.09859 4.05081 -0.98224  0.29
118 H 0.13509 1.26695 -4.00131  0.58
119 H 0.18129 3.06290 -5.75749  0.59
120 N 4.67556 4.70595 3.01586  -0.63
121 C 3.58521 4.52522 2.69494  0.00
122 C 2.20840 4.34909 2.30349  0.45
123 C 1.42914 5.45408 1.97105  -0.57
124 C 0.10719 5.25479 1.62542  -0.59
125 C -0.38429 3.95377 1.60902  -0.89
126 N 0.36020 2.89286 1.91728  0.36
127 C 1.62633 3.08195 2.26711  0.17
128 H 1.86059 6.44652 1.99477  0.46
129 H -0.53804 6.08834 1.37771  0.53
130 H -1.42132 3.74473 1.35813  0.53
131 H 2.18302 2.19205 2.53471  0.17
132 C -6.73865 -1.15501 -1.87935  -1.55
133 C -5.81636 -1.35840 -0.70295  0.77
134 C -5.95636 -0.60322 0.46016  -0.67
135 C -5.09320 -0.78085 1.53058  -0.97
136 C -4.10561 -1.74857 1.44148  0.13
137 C -3.95053 -2.51541 0.30231  -0.43
138 C -4.79919 -2.30629 -0.77247  -0.31
139 S -2.99135 -2.01277 2.81942  1.27
140 C -4.18523 -3.02389 3.74497  -1.22
141 O -1.92519 -2.94779 2.36235  -0.63
142 H -7.42928 -0.32761 -1.70324  0.35
143 H -7.32692 -2.05638 -2.06802  0.36
144 H -6.16634 -0.94023 -2.78621  0.29
145 H -6.71818 0.16925 0.51287  0.22
146 H -5.16532 -0.14170 2.40914  0.43
147 H -3.15045 -3.24664 0.24232  0.47
148 H -4.62858 -2.86446 -1.68702  0.44
149 H -4.46254 -3.85589 3.09462  0.39
150 H -5.05345 -2.40562 3.98741  0.38
151 H -3.69544 -3.38489 4.65428  0.34
152 O -3.81336 1.73279 0.70690  -0.20
153 C -4.02636 2.50243 1.63217  -0.31
154 N -3.35353 2.62104 2.81271  0.10
155 C -3.92117 3.62095 3.54977  -0.14
156 O -3.57327 4.02295 4.65466  -0.78
157 C -5.10058 4.20727 2.78430  -0.19
158 C -5.98076 5.22739 3.07438  -0.34
159 C -6.95784 5.53313 2.12157  -0.43
160 C -7.03130 4.82284 0.92518  -0.61
161 C -6.12978 3.79249 0.64877  -0.31
162 C -5.17078 3.50685 1.59784  0.78
163 H -5.91026 5.76864 4.01293  0.46
164 H -7.66323 6.33545 2.31088  0.36
165 H -7.79534 5.08009 0.19959  0.39
166 H -6.17591 3.23188 -0.27980  0.49

Forces on atoms 1 to 6 (eV/Å):
0.300 1.812 1.184
-0.098 0.033 0.021
-0.138 -0.160 0.348
-0.029 0.114 -0.292
-0.006 0.172 -0.131
-0.155 -0.060 -0.174


Entry 2:
The following is a quantum chemistry calculation of the molecule C5H4S3, from the Open Molecules 2025 dataset.

Properties
Relative energy (zero: lowest compared OMol25 entry of this formula, charge and spin) ... 49.5 kcal/mol
SMILES string ... C#CC(=S)CSC=S

Last column: Mulliken charge in e.
CARTESIAN COORDINATES (ANGSTROEM)
1 C -0.52790 0.75571 2.02148  -0.08
2 C -0.02994 1.09816 -0.72546  -0.55
3 C 0.05989 -0.15538 -1.55486  -0.18
4 C 0.29482 -1.37769 -0.83900  -0.28
5 C 0.49299 -2.37837 -0.20380  0.25
6 H -1.28848 0.70117 2.82158  0.29
7 H -0.22169 1.95119 -1.35258  0.38
8 H 0.93532 1.23440 -0.16511  0.25
9 H 0.67341 -3.31254 0.33378  0.38
10 S 1.04750 0.59878 2.33195  -0.26
11 S -1.35325 1.02113 0.50905  0.01
12 S -0.08267 -0.13654 -3.17703  -0.21

Forces on atoms 1 to 6 (eV/Å):
-0.339 -0.006 -0.059
0.797 -0.265 0.743
-0.053 -0.233 -0.335
-0.024 0.194 0.050
0.137 -0.814 0.348
0.369 0.036 -0.355


Entry 3:
The following is a quantum chemistry calculation of a structure of composition C24H39AlF9NO15PS, from the Open Molecules 2025 dataset.

Properties
Net charge ... -1

Last column: Mulliken charge in e.
CARTESIAN COORDINATES (ANGSTROEM)
1 N -0.22886 -0.88373 2.64740  -0.85
2 P -0.93977 -0.27825 1.31930  1.28
3 Al -0.49398 2.04977 1.19791  -0.39
4 C -1.96035 3.14053 0.26062  -0.88
5 C -3.40994 2.58364 0.39012  -0.55
6 C -3.94058 2.58141 1.84417  0.80
7 F -3.33996 1.65630 2.63298  -0.29
8 F -3.52764 3.79372 2.37891  -0.33
9 C -5.49043 2.59667 1.99652  0.54
10 F -5.94842 3.76435 1.46715  -0.27
11 F -5.82742 2.66207 3.30408  -0.27
12 S -6.46026 1.20783 1.18474  1.29
13 F -7.83427 2.05227 1.40210  -0.35
14 F -6.29085 1.80911 -0.28147  -0.29
15 F -5.20647 0.23931 1.05807  -0.27
16 F -6.74029 0.55239 2.64475  -0.32
17 F -7.36347 0.04006 0.54291  -0.32
18 H 0.24939 -0.11267 3.11273  0.16
19 H -2.36357 -0.44266 1.48640  -0.15
20 H -0.41879 -0.93208 0.14263  -0.21
21 H 0.95559 2.25410 0.57354  0.08
22 H -0.43521 2.57653 2.72886  -0.43
23 H -1.88218 4.18819 0.61300  0.37
24 H -1.67609 3.18115 -0.81621  0.20
25 H -3.47919 1.58463 -0.07606  0.24
26 H -4.07418 3.26665 -0.18265  0.41
27 C -3.00705 -6.41462 0.15727  -1.44
28 C -3.41712 -5.01785 0.53174  0.55
29 C -4.18976 -4.27053 -0.52263  -0.52
30 O -3.88682 -2.90494 -0.19128  -0.30
31 C -2.65390 -2.92354 0.38971  0.40
32 O -1.98938 -1.95366 0.61799  -0.67
33 O -2.26938 -4.18058 0.68329  -0.23
34 H -2.50248 -6.43167 -0.81238  0.34
35 H -2.29684 -6.78940 0.89076  0.30
36 H -3.86285 -7.09009 0.11121  0.38
37 H -3.95448 -5.03062 1.48460  0.26
38 H -5.26060 -4.46025 -0.48010  0.31
39 H -3.83151 -4.46200 -1.53814  0.31
40 C 1.78562 -3.85390 4.89001  -1.37
41 C 1.19972 -5.10980 4.29136  0.51
42 C 1.51809 -5.30040 2.83455  -0.41
43 O 0.42045 -6.11736 2.39940  -0.34
44 C -0.62869 -5.80573 3.20484  0.67
45 O -1.75443 -6.13219 3.00030  -0.58
46 O -0.23143 -5.06077 4.26078  -0.35
47 H 1.54309 -2.97960 4.28075  0.29
48 H 1.37094 -3.67257 5.88218  0.35
49 H 2.87089 -3.93450 4.96973  0.38
50 H 1.49112 -5.98354 4.88527  0.21
51 H 2.47103 -5.80027 2.66940  0.30
52 H 1.49741 -4.36824 2.26464  0.29
53 C 5.06046 -0.72794 -2.39982  -1.56
54 C 3.90662 -0.57579 -1.43830  0.76
55 C 3.23242 0.76542 -1.49644  0.46
56 O 2.66345 0.87427 -0.19371  0.24
57 C 3.45739 0.15526 0.64014  0.42
58 O 3.40242 0.18222 1.82358  -0.55
59 O 4.34800 -0.60987 -0.07480  -0.46
60 H 5.76043 0.10618 -2.30769  0.35
61 H 5.62322 -1.63810 -2.18515  0.39
62 H 4.70099 -0.76962 -3.42868  0.34
63 H 3.19153 -1.39170 -1.57914  0.32
64 H 2.46328 0.81730 -2.25927  -0.30
65 H 3.93220 1.59499 -1.63515  -0.10
66 C 6.31559 5.75555 1.00130  -1.55
67 C 5.59548 4.65779 0.25659  0.61
68 C 5.91005 4.60552 -1.21609  -0.53
69 O 4.74098 3.97991 -1.74631  -0.34
70 C 3.70764 4.30888 -0.90580  0.57
71 O 2.56677 4.12396 -1.14287  -0.40
72 O 4.18168 4.87734 0.23722  -0.34
73 H 6.18510 6.71851 0.50297  0.35
74 H 5.91217 5.86342 2.00823  0.37
75 H 7.38285 5.54054 1.06975  0.39
76 H 5.77688 3.69336 0.74141  0.26
77 H 6.80204 4.02214 -1.43963  0.30
78 H 6.00554 5.59620 -1.67066  0.32
79 C -1.37705 1.95457 -6.31504  -1.50
80 C -0.89342 1.37571 -5.00783  0.58
81 C 0.21804 2.15797 -4.36313  -0.71
82 O 0.86252 1.15578 -3.57260  -0.23
83 C 0.66046 -0.02871 -4.20801  0.57
84 O 1.22418 -1.03865 -3.93830  -0.53
85 O -0.26700 0.09854 -5.19564  -0.40
86 H -0.54201 2.14597 -6.99219  0.36
87 H -2.04145 1.25434 -6.82258  0.36
88 H -1.91152 2.89009 -6.14814  0.37
89 H -1.73595 1.23652 -4.32418  0.27
90 H -0.14395 2.97386 -3.74061  0.38
91 H 0.94569 2.54978 -5.07949  0.30

Forces on atoms 1 to 6 (eV/Å):
0.094 -0.347 -0.162
1.369 2.707 1.696
0.130 0.708 0.326
0.292 -0.323 -0.048
-0.064 0.663 -0.563
2.175 0.778 -0.770


In eV/A, the F_max values for the records above are, in order, 2.2; 1.1; 5.7.
In eV, the E_tot values for the records above are, in order, -135787.53998; -37752.49710; -108899.16977.